No. 1
81
Properties=species:S:1:pos:R:3:forces:R:3:lowdin_charge:R:1 method="wB97M-V/def2-TZVPD" e_homo_ev=-10.00 total_energy_ev=-56160.629 gap_ev=8.86 relative_energy_kcal_mol=94.16
O 12.559 -10.120 -14.582 -0.3 0.7 0.0 -0.037
H 11.722 -9.916 -14.999 -0.6 0.0 -0.2 0.039
H 13.007 -10.689 -15.208 0.3 -0.3 -0.8 0.001
O 15.819 -8.464 -15.192 0.4 -0.1 0.2 -0.043
H 15.559 -7.859 -15.887 -0.2 0.2 -0.2 0.036
H 15.304 -9.254 -15.357 -0.3 -0.2 0.0 -0.001
O 14.046 -11.280 -12.897 0.3 -0.7 0.8 -0.050
H 14.960 -10.997 -12.932 0.7 0.0 0.3 0.009
H 13.636 -10.862 -13.654 -0.6 0.4 0.2 -0.037
O 16.875 -10.465 -12.594 -0.2 0.0 -0.2 -0.035
H 16.863 -10.018 -11.747 0.0 0.2 0.2 0.052
H 17.790 -10.716 -12.720 0.2 -0.1 0.0 0.047
O 14.766 -6.285 -12.168 0.2 0.2 0.0 -0.048
H 14.804 -7.175 -12.519 0.1 -0.2 -0.2 0.012
H 13.925 -6.243 -11.713 -0.2 0.0 0.2 0.023
O 13.857 -14.030 -14.015 0.0 -0.6 0.4 -0.059
H 13.713 -13.098 -13.853 -0.1 0.7 0.2 0.002
H 14.161 -14.072 -14.922 0.3 -0.2 -0.3 -0.006
O 11.743 -8.328 -11.311 0.3 0.2 0.3 -0.025
H 11.296 -9.091 -10.945 -0.2 -0.2 0.2 0.038
H 11.903 -8.559 -12.226 0.1 -0.1 -0.5 0.037
O 16.540 -13.869 -12.636 0.6 0.1 0.4 -0.052
H 15.586 -13.893 -12.703 -0.5 -0.1 -0.3 -0.003
H 16.841 -13.760 -13.538 -0.1 -0.1 -0.2 0.010
O 11.135 -14.077 -14.236 -0.1 -0.4 -0.2 -0.040
H 11.876 -14.622 -14.502 0.5 0.1 0.2 0.039
H 11.239 -13.975 -13.290 0.3 -0.1 0.4 0.044
O 9.391 -12.418 -11.457 -1.1 0.3 0.2 -0.047
H 8.984 -12.466 -10.591 -0.3 -0.1 0.2 0.072
H 10.328 -12.507 -11.286 1.0 0.1 0.0 -0.013
O 7.422 -6.254 -13.623 0.0 0.1 0.3 -0.045
H 7.787 -7.073 -13.959 0.2 -0.2 -0.2 0.012
H 6.620 -6.124 -14.130 -0.1 0.1 -0.2 0.026
O 11.026 -14.393 -17.545 -0.1 -0.2 -0.2 -0.035
H 11.604 -13.675 -17.803 0.2 0.3 -0.1 0.002
H 11.374 -14.690 -16.704 -0.1 0.0 0.2 0.009
O 16.895 -12.392 -16.540 0.1 -0.2 -0.1 -0.019
H 17.561 -12.099 -15.919 0.3 0.2 0.3 0.075
H 17.383 -12.590 -17.340 0.2 0.0 -0.3 0.070
O 13.244 -7.451 -18.720 0.1 0.0 0.3 -0.039
H 13.609 -8.129 -19.289 0.1 -0.3 -0.1 0.021
H 13.036 -6.728 -19.313 -0.2 0.2 -0.1 0.042
O 7.552 -10.066 -15.535 -0.5 0.1 -0.1 -0.038
H 7.762 -10.322 -14.637 0.2 0.0 1.0 0.011
H 6.994 -10.771 -15.862 -0.1 -0.2 -0.3 0.089
O 15.364 -10.541 -19.695 -0.3 -0.1 -0.1 -0.037
H 16.109 -10.167 -20.164 0.2 0.2 -0.2 0.041
H 15.755 -11.015 -18.961 0.0 -0.1 0.3 0.008
O 8.335 -9.964 -12.823 -0.1 0.4 -0.5 -0.030
H 7.453 -9.843 -12.470 -0.3 0.2 0.3 0.072
H 8.711 -10.668 -12.295 0.4 -0.6 0.3 0.014
O 7.395 -7.772 -17.031 -0.1 0.6 -0.4 -0.060
H 6.530 -7.662 -16.636 -0.2 -0.1 0.1 0.020
H 7.768 -8.532 -16.584 0.0 -0.2 0.1 -0.025
O 14.158 -8.770 -9.140 0.1 0.0 0.2 -0.047
H 14.603 -9.617 -9.120 0.1 -0.2 0.1 0.023
H 13.657 -8.781 -9.956 -0.4 0.2 -0.4 -0.012
O 8.578 -7.796 -10.894 -0.2 -0.1 0.4 -0.058
H 8.928 -8.255 -11.658 0.0 -0.1 -0.4 -0.020
H 9.349 -7.421 -10.467 0.2 0.2 0.1 0.023
O 12.001 -12.442 -11.191 -0.2 -0.4 0.3 -0.021
H 12.651 -11.783 -11.436 0.5 0.4 -0.6 0.027
H 12.519 -13.182 -10.872 0.1 -0.2 0.1 0.073
O 15.448 -15.019 -16.042 -0.1 -0.1 -0.2 -0.025
H 15.654 -15.810 -16.542 0.0 -0.4 0.0 0.058
H 15.954 -14.328 -16.469 0.3 0.5 0.1 0.003
O 9.962 -10.722 -16.272 1.5 0.2 -0.4 -0.049
H 10.284 -11.535 -15.883 -0.1 -0.4 0.1 0.021
H 9.136 -10.551 -15.819 -0.6 0.0 0.0 -0.031
O 13.818 -12.939 -18.333 0.0 0.0 -0.1 -0.022
H 14.144 -13.836 -18.398 0.0 -0.4 0.2 0.061
H 13.654 -12.676 -19.238 -0.1 0.4 -0.4 0.070
O 9.021 -12.669 -14.116 -0.9 0.7 -0.5 -0.057
H 8.819 -12.555 -13.188 0.0 -0.1 0.2 -0.017
H 9.884 -13.083 -14.125 0.0 -0.2 -0.4 -0.044
O 10.394 -7.876 -17.262 -0.1 0.3 0.0 -0.050
H 11.344 -7.753 -17.267 0.4 0.0 -0.2 -0.001
H 10.254 -8.634 -16.695 -0.1 -0.5 0.0 -0.019
O 14.310 -11.746 -15.987 -0.4 0.4 0.8 -0.039
H 14.086 -11.983 -16.887 -0.2 -0.2 -0.6 0.001
H 15.266 -11.768 -15.963 0.2 0.0 0.0 0.007

---

No. 2
57
Properties=species:S:1:pos:R:3:forces:R:3:nbo_charge:R:1 method="wB97M-V/def2-TZVPD" e_homo_ev=-17.27 total_energy_ev=-42808.491 charge=+3 gap_ev=6.27 relative_energy_kcal_mol=0.00
Pd -0.591 0.307 -0.246 -0.1 0.2 -1.1 1.121
N 3.639 0.200 -0.421 0.1 0.1 0.0 -0.454
C 2.391 -0.182 -0.448 -0.1 0.0 -0.1 0.372
N 1.373 0.673 -0.453 0.4 0.0 0.6 -0.584
C 1.626 2.067 -0.416 -0.1 0.1 -0.2 0.431
N 0.639 2.916 -0.429 -0.1 -0.3 0.2 -0.305
N -0.562 2.269 -0.396 0.1 0.0 0.1 -0.251
C -1.701 2.859 -0.408 -0.1 -0.1 0.0 0.152
C -2.875 1.973 -0.399 0.3 0.1 -0.1 0.112
C -4.172 2.421 -0.380 -0.1 0.0 0.0 -0.153
C -5.210 1.479 -0.374 0.1 0.1 0.0 -0.079
C -4.903 0.134 -0.406 0.0 0.0 0.0 -0.201
C -3.567 -0.258 -0.434 -0.1 0.1 -0.1 0.113
N -2.583 0.637 -0.439 -0.2 -0.1 0.8 -0.456
C 2.998 2.513 -0.398 -0.1 0.0 0.0 -0.093
C 3.342 3.871 -0.381 -0.1 0.0 0.0 -0.141
C 4.669 4.235 -0.334 0.1 0.0 0.0 -0.164
C 5.671 3.259 -0.292 0.0 0.0 0.0 -0.104
C 5.354 1.914 -0.319 0.0 0.0 0.0 -0.209
C 4.017 1.556 -0.378 0.0 -0.1 0.0 0.146
H 4.366 -0.505 -0.461 0.0 0.0 0.0 0.459
H 2.184 -1.244 -0.500 0.0 0.0 0.1 0.240
H -1.760 3.943 -0.419 -0.1 0.0 -0.1 0.270
H -4.378 3.483 -0.376 0.0 0.0 0.0 0.271
H -6.240 1.807 -0.347 0.0 0.0 0.0 0.275
H -5.677 -0.621 -0.401 0.0 0.0 0.0 0.276
H -3.283 -1.301 -0.472 0.0 0.0 0.1 0.235
H 2.561 4.617 -0.412 0.0 0.0 0.0 0.258
H 4.941 5.281 -0.334 0.0 0.0 0.0 0.262
H 6.709 3.558 -0.239 0.0 0.0 0.0 0.262
H 6.130 1.159 -0.298 0.0 0.0 0.0 0.250
C -0.565 0.953 3.953 0.0 0.0 0.0 -0.128
C -0.586 -0.351 4.420 0.0 0.0 0.0 -0.169
C -0.596 -1.422 3.536 0.0 0.0 0.1 -0.147
C -0.584 -1.204 2.160 0.0 -0.1 0.0 -0.113
C -0.569 0.127 1.773 -0.1 0.2 0.1 0.164
C -0.556 1.226 2.578 0.0 0.0 0.0 -0.300
C -0.588 -2.229 1.115 0.0 0.1 0.0 0.227
C -0.551 -3.611 1.322 0.0 0.0 0.1 -0.250
C -0.547 -4.441 0.231 0.0 0.0 0.0 -0.036
C -0.571 -3.917 -1.079 0.0 -0.1 0.0 -0.134
C -0.560 -4.736 -2.234 0.0 0.0 0.1 -0.125
C -0.584 -4.174 -3.477 0.0 0.1 -0.1 -0.178
C -0.620 -2.769 -3.622 0.0 -0.1 0.0 -0.138
C -0.634 -1.948 -2.526 0.0 0.0 0.0 -0.232
C -0.607 -2.513 -1.237 0.0 0.0 0.1 0.220
N -0.618 -1.717 -0.116 0.2 -0.1 -0.2 -0.500
H -0.557 1.786 4.644 0.0 0.0 0.0 0.265
H -0.593 -0.538 5.485 0.0 0.0 0.0 0.268
H -0.615 -2.437 3.914 0.0 0.0 0.0 0.254
H -0.532 2.245 2.221 0.0 0.0 0.0 0.260
H -0.525 -4.012 2.324 0.0 0.0 0.0 0.259
H -0.526 -5.515 0.370 0.0 0.0 0.0 0.262
H -0.532 -5.812 -2.113 0.0 0.0 0.0 0.252
H -0.579 -4.800 -4.358 0.0 0.0 0.0 0.262
H -0.638 -2.341 -4.616 0.0 0.0 0.0 0.253
H -0.677 -0.872 -2.661 0.0 0.0 0.0 0.194